(1)
Molecular formula: C3H6N2O
Method: DFT, ωB97M-V/def2-TZVPD

The geometry in XYZ format:
```
12
Properties=species:S:1:pos:R:3:forces:R:3
N -1.206056 -1.050296 1.235723 0.17 0.00 -0.34
C -1.082723 -0.158072 0.121058 -0.31 -0.22 -0.09
C 1.106187 0.956513 -0.308090 -0.13 -0.23 -0.08
O 2.057091 1.804370 0.110719 -0.18 0.11 0.53
C -0.653057 -0.667819 -1.145877 0.37 0.19 0.03
N 0.017272 -0.881872 -2.078008 -0.66 -0.08 0.47
H -2.160617 -1.282538 1.503945 0.21 0.31 -0.17
H -0.708627 -1.921055 1.091139 0.04 0.16 0.03
H -1.899719 0.567022 0.069171 0.45 -0.05 0.03
H 1.291227 -0.086982 -0.146193 0.22 -0.08 -0.35
H 0.519529 1.351866 -1.127062 0.30 -0.18 0.13
H 2.719495 1.368863 0.673475 -0.46 0.08 -0.20
```
Forces are in eV/Å.

* energy relative to the best compared isomer or geometry (same formula, charge and spin): 108.6 kcal/mol
* E_LUMO (alpha / beta): 0.04 / 0.52 eV
* charge: 0
* HOMO level (alpha / beta): -7.6 / -7.8 eV


(2)
Molecular formula: C3H6N2O
Method: DFT, ωB97M-V/def2-TZVPD

The geometry in XYZ format:
```
12
Properties=species:S:1:pos:R:3:forces:R:3
C -0.958669 -1.381280 -0.357363 -0.13 0.02 -0.04
N 0.234069 -0.681070 0.080399 -0.06 0.15 0.13
C 0.260186 0.695170 0.169073 -0.18 0.03 -0.05
N -0.714015 1.515825 0.067827 0.09 -0.28 -0.03
C 1.609933 1.390588 0.255247 0.34 -0.12 0.00
O 2.677019 0.871688 0.040571 -0.62 0.09 0.24
H -1.805785 -1.336651 0.344223 0.17 0.06 -0.05
H -0.710569 -2.433807 -0.522832 -0.01 0.21 0.06
H -1.281166 -0.963322 -1.317222 0.01 -0.06 0.16
H 0.802931 -1.177640 0.748389 0.33 0.09 -0.26
H -1.608659 1.030625 0.000457 0.01 0.04 -0.09
H 1.494725 2.469873 0.491230 0.06 -0.25 -0.08
```
Forces are in eV/Å.

* energy relative to the best compared isomer or geometry (same formula, charge and spin): 34.5 kcal/mol
* SMILES: [H]/N=C(/C=O)NC
* E_LUMO: 0.40 eV
* charge: 0
* HOMO level: -9.6 eV


(3)
Molecular formula: C3H6N2O
Method: DFT, ωB97M-V/def2-TZVPD

The geometry in XYZ format:
```
12
Properties=species:S:1:pos:R:3:forces:R:3
C -2.257812 0.463624 -0.079468 -0.05 -0.09 3.48
C -0.005086 -0.090930 -0.023337 -2.75 0.27 -0.43
C 2.449136 -0.219576 -0.040784 -0.03 -0.24 0.34
H -2.231318 0.723749 1.088864 -0.55 0.15 -2.38
H -1.993948 1.373473 -0.672621 -0.96 -0.73 0.27
H -3.226598 -0.102308 -0.185572 0.83 1.33 -0.61
H 0.163954 0.952826 0.142804 0.35 0.81 -0.01
H 1.168121 -1.802410 0.009874 -0.38 0.01 -0.16
H 3.330371 -0.937141 0.097991 -1.36 0.32 -0.28
N -1.217508 -0.526318 -0.151343 3.36 -0.79 -0.43
N 1.165975 -0.797233 -0.086568 1.66 -1.12 0.28
O 2.654715 0.962240 -0.099838 -0.12 0.07 -0.07
```
Forces are in eV/Å.

* energy relative to the best compared isomer or geometry (same formula, charge and spin): 38.1 kcal/mol
* SMILES: C/N=C/NC=O
* E_LUMO: 0.90 eV
* charge: 0
* HOMO level: -9.4 eV


(4)
Molecular formula: C3H6N2O
Method: DFT, ωB97M-V/def2-TZVPD

The geometry in XYZ format:
```
12
Properties=species:S:1:pos:R:3:forces:R:3
N 1.131848 1.297743 -0.136692 0.13 -0.11 0.05
C -0.053901 0.921668 -0.867646 -0.24 0.05 -0.12
C -0.466489 -1.649175 0.270937 0.03 -0.07 0.29
O 0.550301 -1.376371 1.058830 -0.11 -0.26 -0.17
C -1.673251 -1.056947 0.840648 -0.88 0.22 0.30
N -2.731896 -0.703786 1.161358 1.01 -0.32 -0.29
H 1.973007 0.945959 -0.579012 -0.05 0.07 0.07
H 1.104438 0.964600 0.820862 0.04 0.08 -0.12
H -0.939972 1.336426 -0.377007 0.14 -0.03 -0.15
H -0.003930 1.303887 -1.889350 -0.02 0.05 0.09
H -0.219693 -0.177468 -0.974489 0.04 0.24 -0.07
H 1.329537 -1.806535 0.671560 -0.08 0.07 0.13
```
Forces are in eV/Å.

* energy relative to the best compared isomer or geometry (same formula, charge and spin): 101.6 kcal/mol
* E_LUMO: -0.84 eV
* charge: 0
* HOMO level: -9.5 eV


Copy entry 4 word for word.
Molecular formula: C3H6N2O
Method: DFT, ωB97M-V/def2-TZVPD

The geometry in XYZ format:
```
12
Properties=species:S:1:pos:R:3:forces:R:3
N 1.131848 1.297743 -0.136692 0.13 -0.11 0.05
C -0.053901 0.921668 -0.867646 -0.24 0.05 -0.12
C -0.466489 -1.649175 0.270937 0.03 -0.07 0.29
O 0.550301 -1.376371 1.058830 -0.11 -0.26 -0.17
C -1.673251 -1.056947 0.840648 -0.88 0.22 0.30
N -2.731896 -0.703786 1.161358 1.01 -0.32 -0.29
H 1.973007 0.945959 -0.579012 -0.05 0.07 0.07
H 1.104438 0.964600 0.820862 0.04 0.08 -0.12
H -0.939972 1.336426 -0.377007 0.14 -0.03 -0.15
H -0.003930 1.303887 -1.889350 -0.02 0.05 0.09
H -0.219693 -0.177468 -0.974489 0.04 0.24 -0.07
H 1.329537 -1.806535 0.671560 -0.08 0.07 0.13
```
Forces are in eV/Å.

* energy relative to the best compared isomer or geometry (same formula, charge and spin): 101.6 kcal/mol
* E_LUMO: -0.84 eV
* charge: 0
* HOMO level: -9.5 eV


Q: Look up the energy relative to the best compared isomer or geometry (same formula, charge and spin) of the fourth one.
A: 101.6 kcal/mol


Copy entry 2 word for word.
Molecular formula: C3H6N2O
Method: DFT, ωB97M-V/def2-TZVPD

The geometry in XYZ format:
```
12
Properties=species:S:1:pos:R:3:forces:R:3
C -0.958669 -1.381280 -0.357363 -0.13 0.02 -0.04
N 0.234069 -0.681070 0.080399 -0.06 0.15 0.13
C 0.260186 0.695170 0.169073 -0.18 0.03 -0.05
N -0.714015 1.515825 0.067827 0.09 -0.28 -0.03
C 1.609933 1.390588 0.255247 0.34 -0.12 0.00
O 2.677019 0.871688 0.040571 -0.62 0.09 0.24
H -1.805785 -1.336651 0.344223 0.17 0.06 -0.05
H -0.710569 -2.433807 -0.522832 -0.01 0.21 0.06
H -1.281166 -0.963322 -1.317222 0.01 -0.06 0.16
H 0.802931 -1.177640 0.748389 0.33 0.09 -0.26
H -1.608659 1.030625 0.000457 0.01 0.04 -0.09
H 1.494725 2.469873 0.491230 0.06 -0.25 -0.08
```
Forces are in eV/Å.

* energy relative to the best compared isomer or geometry (same formula, charge and spin): 34.5 kcal/mol
* SMILES: [H]/N=C(/C=O)NC
* E_LUMO: 0.40 eV
* charge: 0
* HOMO level: -9.6 eV


Q: Which value of energy relative to the best compared isomer or geometry (same formula, charge and spin) does entry 4 give?
A: 101.6 kcal/mol